The following is a quantum chemistry calculation of the molecule H3INOP in a non-equilibrium geometry, from OMol25.

Each line ends with the Löwdin charge.
Cartesian coordinates (Å):
N  -0.538  0.164  1.003  -0.3024
O  0.505  0.779  -0.948  -0.3916
P  -0.485  -0.422  -0.528  0.2703
I  0.936  -2.422  -0.316  0.2378
H  -1.376  0.369  1.501  0.0089
H  0.232  1.091  1.099  0.1717
H  0.727  0.441  -1.811  0.0053

Summary:
* frontier orbital gap: 9.4 eV
* 2S+1: 1
* SMILES: NP(O)I
* calculated total energy: -20976.1914 eV
* total charge: 0
* LUMO level: 0.61 eV



The following is a quantum chemistry calculation of the molecule C3H5FS in a non-equilibrium geometry, from OMol25.

Each line ends with the Löwdin charge.
Cartesian coordinates (Å):
C  -0.281  -0.369  -0.306  -0.6040
C  0.457  0.893  0.060  -0.0882
C  0.823  -0.431  0.576  -0.3277
H  -2.626  0.089  -0.750  -0.1644
H  -0.043  -0.677  -1.292  0.0970
H  1.028  1.332  -0.765  0.1189
H  0.001  1.595  0.743  0.1057
H  0.805  -0.634  1.672  0.1658
F  1.865  -1.136  -0.099  -0.0357
S  -2.029  -0.663  0.159  0.7328

Summary:
* frontier orbital gap: 10.2 eV
* 2S+1: 1
* SMILES: F[C@H]1C[C@@H]1S
* calculated total energy: -16743.2795 eV
* total charge: 0
* LUMO level: 0.90 eV



The following is a quantum chemistry calculation of a structure of composition C5H13HoO2 in a non-equilibrium geometry, from OMol25.

Each line ends with the Löwdin charge.
Cartesian coordinates (Å):
C  2.654  0.888  -0.853  -0.0379
O  1.396  0.551  -0.289  -0.4752
C  1.311  -0.764  0.471  -0.0994
H  2.768  0.226  -1.723  0.1265
H  2.607  1.924  -1.207  0.1009
H  3.479  0.747  -0.142  0.1292
H  1.558  -1.513  -0.298  0.1510
H  2.178  -0.717  1.145  0.1533
C  -2.789  0.554  -0.733  -0.0238
O  -1.529  0.345  -0.096  -0.4259
C  -1.252  -1.032  0.198  -0.1497
C  -0.022  -1.153  1.071  -0.1402
H  -2.900  1.628  -0.914  0.0977
H  -2.817  0.012  -1.688  0.1297
H  -3.594  0.207  -0.072  0.1318
H  -1.132  -1.577  -0.751  0.1613
H  -2.124  -1.437  0.730  0.1596
H  0.051  -2.212  1.355  0.1622
H  -0.173  -0.597  2.009  0.1233
H  0.479  1.887  1.810  -0.0878
Ho  -0.150  2.032  -0.021  1.8135

Summary:
* frontier orbital gap (alpha / beta): 9.0 / 9.1 eV
* 2S+1: 5
* calculated total energy: -35270.3095 eV
* total charge: +2
* LUMO level (alpha / beta): -8.89 / -8.75 eV



The following is a quantum chemistry calculation of a cluster of 2 separate species, CH2NOS in total in a non-equilibrium geometry, from OMol25.

Each line ends with the Löwdin charge.
Cartesian coordinates (Å):
C  -0.863  0.132  0.788  -0.9333
N  0.888  -0.708  -0.627  -0.1485
O  -0.516  -0.155  1.906  -0.0751
S  -1.754  1.165  -0.062  0.4748
H  1.473  0.046  -0.424  -0.1661
H  0.772  -0.481  -1.581  -0.1517

Summary:
* frontier orbital gap (alpha / beta): 6.2 / 6.2 eV
* 2S+1: 1
* calculated total energy: -15441.6003 eV
* total charge: -1
* LUMO level (alpha / beta): 3.65 / 3.65 eV



The following is a quantum chemistry calculation of a structure of composition C4H6O2Tb in a non-equilibrium geometry, from OMol25.

Each line ends with the Löwdin charge.
Cartesian coordinates (Å):
O  2.598  -0.746  -0.878  -0.1242
C  1.791  -0.630  0.271  -0.3021
H  2.012  -1.060  -1.592  0.0378
H  2.136  0.257  0.838  0.1187
C  0.248  -0.468  -0.142  -0.3507
C  -0.521  0.282  0.675  -0.2129
C  -1.815  0.946  0.237  -0.4019
O  -2.245  0.586  -1.029  -0.5514
Tb  -1.179  -0.794  -2.101  1.3153
H  -0.212  0.552  1.704  0.1082
H  1.439  -1.688  0.686  0.1332
H  -1.668  2.049  0.320  0.1192
H  -2.584  0.715  1.011  0.1109

Summary:
* frontier orbital gap (alpha / beta): 6.0 / 7.4 eV
* 2S+1: 8
* calculated total energy: -30770.0815 eV
* total charge: 0
* LUMO level (alpha / beta): -0.33 / -0.68 eV